DFT (the ωB97M-V functional and the def2-TZVPD basis) results for a cluster of 7 separate species, C24H48FO18 in total at a distorted geometry.

```
91
C24H48FO18 the ωB97M-V functional and the def2-TZVPD basis
H -2.130 -0.044 -2.042
H -3.450 -2.865 7.106
H 2.066 -0.832 -2.122
H -3.770 -2.275 1.000
H 4.307 -3.915 0.703
H -0.939 3.168 2.101
H 2.279 2.833 -1.057
H 2.349 7.939 -2.597
H -2.186 -3.544 -0.716
F -1.294 0.205 0.364
O -0.618 -4.538 2.937
H -2.150 1.744 -2.188
O -2.972 -1.164 5.061
C -3.591 0.329 -4.143
H -2.159 1.075 2.106
H -3.682 1.928 2.492
H 3.410 6.656 -1.888
H 5.453 -0.707 1.118
C 4.117 1.050 -0.368
C 2.469 6.878 -2.392
H -3.310 -3.748 5.547
H 0.446 5.280 1.992
H -2.378 -1.178 1.169
H -0.793 -1.811 -2.618
C 0.436 4.584 1.145
C -4.518 0.271 -6.313
C -2.746 0.846 -2.027
H -3.938 2.336 -6.581
C 0.186 -1.533 -2.997
C 2.187 -2.732 -0.263
H -3.550 -0.215 -6.470
C -1.873 -2.910 0.122
O -4.663 0.564 -4.935
O 1.455 -2.663 -1.348
C -0.813 3.732 1.182
H 0.243 -3.787 4.681
C -2.048 -1.986 5.720
H 0.640 -0.809 -1.027
O -3.498 0.038 3.354
C 5.971 0.168 0.718
O 1.364 6.426 -1.680
C -2.779 -3.176 6.307
O 5.363 0.573 -0.501
H 7.874 0.709 -0.128
H -5.561 1.954 -7.129
H 2.176 2.109 -2.675
O -0.063 -2.502 2.125
C 2.337 1.901 -1.624
H 0.068 -0.617 -3.580
C 3.337 -4.289 1.023
C -3.227 0.952 2.301
H -1.002 -2.387 -0.283
H -3.658 0.623 1.360
H 5.885 0.936 1.492
H 7.567 -1.047 -0.101
H -1.237 -2.284 5.054
O 3.673 1.372 -1.584
H -0.710 2.949 0.417
H 1.314 3.947 1.218
C 7.435 -0.107 0.439
H 7.946 -0.247 1.395
H 0.648 -5.467 4.221
O 2.672 5.184 -0.324
O 3.486 1.110 0.646
O 2.356 -4.035 0.034
H -4.246 1.493 -8.133
C -2.465 -0.459 4.023
H -3.146 -1.261 -0.371
H 1.354 -4.111 3.351
C -4.529 1.576 -7.083
H -5.261 -0.468 -6.599
H -1.714 4.304 0.946
O -1.297 -0.349 3.799
H 1.640 1.221 -1.140
O -2.601 -0.258 -4.462
C -2.892 -1.867 0.497
O 0.439 5.339 -0.077
C 1.143 -1.337 -1.845
O 2.667 -1.828 0.353
O -3.860 0.815 -2.945
C -0.686 -3.522 2.057
O -1.634 -3.833 1.194
H -3.144 0.906 -1.018
H 2.557 6.368 -3.360
H -2.046 -3.865 6.740
H 3.015 -3.900 1.985
C 1.596 5.606 -0.645
H 3.404 -5.373 1.121
H -1.542 -1.448 6.532
C 0.453 -4.462 3.852
H 0.588 -2.242 -3.725
```

The value obtained for the total energy is -2397.55907 Ha. For the energy above the lowest of the compared OMol25 structures with the same formula, charge and spin, the calculation gives 0.0000 eV. For the gap between HOMO and LUMO, the calculation gives 7.60 eV. The value obtained for the HOMO energy is -5.0 eV. Its charge is -1. For the maximum force, the calculation gives 1.67 eV/A.